{"formula": "CHI3N2O", "method": "ωB97M-V/def2-TZVPD", "homo_energy_ev": -9.09, "spin_multiplicity": 1, "symbols": ["O", "I", "I", "N", "H", "N", "I", "C"], "positions_angstrom": [[2.132, 0.757, -0.624], [-1.625, -2.082, 0.964], [-1.999, 0.924, -1.537], [0.028, 0.850, -1.701], [0.636, -1.390, 0.829], [-0.099, -0.683, 0.821], [-0.079, 0.786, 2.245], [1.006, 0.838, -0.996]], "forces_ev_per_a": [[-1.789, 0.295, 0.151], [-0.253, 0.127, 0.164], [1.237, 0.066, 0.093], [-1.216, 0.433, -0.111], [0.736, 0.913, 0.663], [-0.773, -0.929, -0.438], [0.224, -0.400, 0.111], [1.834, -0.505, -0.632]]}

{"formula": "C13H23ClNO4PPt", "method": "ωB97M-V/def2-TZVPD", "homo_energy_ev": [-7.17, -7.17], "spin_multiplicity": 3, "symbols": ["C", "H", "C", "O", "C", "Pt", "H", "C", "H", "C", "C", "C", "P", "O", "H", "H", "H", "C", "H", "H", "H", "C", "H", "H", "H", "Cl", "O", "H", "H", "C", "H", "H", "C", "N", "C", "H", "O", "H", "C", "H", "H", "H", "H", "H"], "positions_angstrom": [[-3.015, 1.506, 0.204], [-1.293, 2.719, -3.073], [2.863, 0.407, -0.824], [-0.349, -0.519, 0.341], [1.505, -0.872, -2.574], [0.447, 1.153, -0.614], [2.421, -2.144, -4.004], [-0.913, -1.351, -3.902], [-1.884, -1.582, -4.348], [1.467, -1.705, -3.703], [0.355, -0.207, -2.180], [-2.144, -0.005, -2.162], [-1.725, 1.438, -1.065], [-2.614, -1.570, 4.575], [-3.000, 2.898, -2.556], [3.655, -0.665, -2.536], [-0.402, -0.619, 1.335], [2.810, -0.725, -1.834], [-4.019, 1.503, -0.251], [1.831, 2.412, -3.253], [4.281, 2.227, -0.087], [0.270, -1.916, -4.389], [2.078, 0.235, -0.033], [3.048, 3.518, -0.165], [0.265, -2.564, -5.271], [-1.503, -2.034, 3.719], [-0.836, -0.825, 3.077], [2.837, 0.964, -3.379], [4.161, 3.232, -1.512], [3.570, 2.751, -0.732], [-2.877, 0.634, 0.866], [0.643, 2.616, -1.314], [-0.872, -0.509, -2.785], [2.652, 1.780, -1.379], [-1.962, 2.834, -2.212], [2.939, -1.662, -1.270], [-0.503, -2.781, 4.522], [-1.695, 3.756, -1.683], [2.737, 1.921, -2.865], [-2.579, -0.745, -1.473], [3.813, 0.364, -0.291], [-2.935, 0.253, -2.880], [-2.884, 2.443, 0.764], [3.595, 2.547, -3.146]], "forces_ev_per_a": [[0.329, 0.175, 0.227], [-0.141, -0.084, 0.223], [0.189, -0.271, -0.248], [0.327, 0.384, 0.037], [-0.201, -0.015, -0.782], [-1.434, 1.456, 0.165], [-0.430, -0.123, -0.201], [0.180, 0.038, 0.224], [0.379, 0.051, -0.018], [-0.103, 0.284, 0.243], [-0.067, -0.796, -1.143], [-0.002, 0.294, 0.952], [-0.763, -0.358, -1.087], [0.700, 0.306, -0.040], [0.144, -0.103, 0.103], [-0.138, -0.013, 0.260], [-0.223, 0.345, 0.078], [-0.076, -0.467, 0.244], [0.428, -0.083, 0.012], [0.289, -0.196, 0.203], [-0.237, 0.145, 0.113], [0.196, -0.201, 0.072], [0.964, -0.378, 0.179], [-0.096, -0.073, 0.057], [-0.088, 0.269, 0.337], [-0.279, -1.076, -0.677], [0.078, 0.065, 0.350], [-0.133, 0.287, 0.175], [-0.074, 0.156, 0.220], [-0.033, 0.073, 0.002], [-0.087, 0.409, -0.138], [-0.625, -0.865, 0.799], [0.208, -0.372, -0.329], [1.054, -0.413, -0.504], [0.107, 0.379, 0.407], [0.177, 0.272, -0.017], [-0.340, 0.950, -0.192], [-0.097, -0.063, -0.212], [-0.259, 0.161, -0.226], [0.275, -0.037, -0.222], [-0.039, -0.027, 0.071], [0.269, 0.167, 0.120], [-0.089, -0.376, 0.030], [-0.242, -0.275, 0.135]]}

{"formula": "C2H3NS", "method": "ωB97M-V/def2-TZVPD", "homo_energy_ev": [-7.65, -7.46], "spin_multiplicity": 1, "symbols": ["C", "H", "C", "S", "N", "H", "H"], "positions_angstrom": [[1.392, 0.534, 0.230], [-0.270, 1.225, -0.612], [-1.085, -0.380, 0.232], [2.791, -0.186, -0.028], [0.018, 0.321, -0.206], [-0.763, -1.487, 0.420], [-2.085, -0.028, -0.036]], "forces_ev_per_a": [[-1.406, -0.881, -0.292], [0.304, -0.524, 0.239], [2.780, -2.444, -0.265], [-0.980, 0.138, 0.058], [-0.003, 1.729, 0.019], [-1.334, 2.167, 0.080], [0.639, -0.185, 0.161]]}

{"formula": "Cl2O2", "method": "ωB97M-V/def2-TZVPD", "homo_energy_ev": -10.95, "spin_multiplicity": 1, "symbols": ["Cl", "Cl", "O", "O"], "positions_angstrom": [[-0.613, -0.392, 1.853], [1.005, -1.060, -1.261], [0.086, 0.484, 0.649], [-0.216, -0.028, -0.819]], "forces_ev_per_a": [[-0.231, -0.434, -0.303], [-0.081, 0.040, 0.113], [0.133, 0.051, -2.144], [0.180, 0.344, 2.334]]}

{"formula": "C4H10N2O2", "method": "ωB97M-V/def2-TZVPD", "homo_energy_ev": -9.36, "spin_multiplicity": 1, "symbols": ["H", "H", "H", "C", "O", "C", "H", "N", "H", "H", "H", "C", "H", "H", "O", "H", "N", "C"], "positions_angstrom": [[2.622, -1.353, -0.429], [1.688, -1.705, 1.005], [2.038, 1.562, -1.134], [2.624, 1.221, -0.285], [-3.934, -0.843, 0.196], [1.756, 0.273, 0.508], [-1.792, 0.978, -1.294], [2.165, -1.044, 0.412], [3.289, 0.600, -0.891], [-3.278, 0.539, -1.968], [3.184, 1.924, 0.311], [-1.648, -0.695, 0.651], [-1.797, -1.480, 1.400], [-1.442, 0.044, 1.448], [0.775, 0.477, 1.205], [-0.689, -0.721, 0.112], [-2.678, 0.524, -1.164], [-2.884, -0.301, -0.083]], "forces_ev_per_a": [[0.185, -0.216, 0.303], [-0.164, -0.045, -0.322], [-0.433, 1.252, 0.460], [-0.435, -1.342, -1.240], [-0.444, 0.695, -0.424], [-0.464, -1.667, 0.823], [0.129, -0.184, 0.156], [0.351, 0.407, -0.264], [0.659, -0.002, 0.624], [-0.480, -0.024, 0.316], [-0.260, 0.392, -0.081], [0.939, 1.201, 2.101], [-0.249, -0.742, -1.080], [-0.064, 0.535, -0.701], [1.212, 1.493, -0.164], [-0.836, -0.380, -0.005], [0.031, 0.282, 0.041], [0.322, -1.656, -0.544]]}

{"formula": "C33H32KN8O3", "method": "ωB97M-V/def2-TZVPD", "homo_energy_ev": -10.74, "total_charge": 1, "spin_multiplicity": 1, "symbols": ["C", "C", "C", "H", "O", "C", "N", "C", "H", "C", "C", "N", "H", "H", "C", "H", "C", "H", "C", "C", "H", "H", "C", "H", "H", "C", "C", "H", "H", "N", "H", "C", "H", "H", "K", "N", "H", "C", "C", "C", "H", "H", "H", "C", "C", "H", "C", "N", "H", "C", "O", "H", "C", "H", "H", "H", "C", "H", "H", "C", "C", "C", "H", "N", "H", "N", "H", "C", "C", "C", "C", "O", "C", "H", "N", "C", "H"], "positions_angstrom": [[-4.549, 0.046, 2.034], [4.491, -2.143, -2.617], [3.511, -2.489, -1.697], [-4.661, -0.282, -1.832], [0.251, -2.499, 0.836], [-3.758, 0.076, 0.711], [0.133, 2.771, -0.832], [0.353, 3.246, 0.399], [0.588, 4.893, 1.741], [-0.469, -5.413, -0.950], [-4.320, -1.210, -1.387], [-0.303, -2.705, -1.359], [-4.007, -4.502, -2.114], [-5.071, 0.982, 2.230], [4.544, -0.304, 2.128], [6.022, -0.730, -3.126], [-0.005, 5.047, -1.584], [-4.770, -2.379, -3.128], [-3.950, -3.579, -1.552], [-2.354, 0.118, 2.405], [-0.565, -4.643, 2.130], [-0.064, -0.419, 6.406], [-3.457, -3.584, -0.252], [-0.512, -6.469, -0.717], [-2.187, -0.217, 5.101], [-1.222, -0.146, 4.621], [-0.042, -0.261, 5.337], [0.595, 7.192, 0.854], [1.136, -4.845, 1.714], [2.447, 0.365, 1.260], [-0.008, -6.176, 1.416], [-0.040, 3.685, -1.790], [-0.216, 3.304, -2.790], [0.301, 7.521, -0.790], [0.061, 0.016, -0.310], [-0.151, -4.591, 0.076], [-5.237, -0.791, 2.119], [-3.830, -1.208, -0.088], [-3.392, -2.406, 0.472], [2.384, 0.082, 2.493], [-2.991, -2.417, 1.480], [5.413, 0.253, 2.466], [-4.078, 0.906, 0.080], [1.166, -0.185, 4.663], [5.257, -1.005, -2.412], [2.111, -0.293, 5.175], [-1.138, 0.059, 3.249], [-2.370, 0.295, 1.150], [4.658, -2.758, -3.492], [-0.056, -3.208, -0.118], [-3.523, -0.108, 3.043], [-0.869, -1.972, -3.643], [0.224, 5.534, -0.293], [0.501, 2.504, 1.179], [4.802, -1.355, 1.999], [4.215, 1.298, 0.674], [5.040, -0.213, -1.293], [-0.156, 5.726, -2.413], [2.539, -1.978, 0.149], [0.408, 4.585, 0.719], [0.120, -5.097, 1.417], [1.137, 0.028, 3.290], [-3.128, -4.513, 0.198], [-0.862, -2.972, -3.554], [-1.188, -3.531, -4.320], [0.014, 0.158, 2.597], [2.908, -3.374, -1.853], [3.862, 0.282, 0.873], [-4.380, -2.390, -2.119], [-0.627, -3.516, -2.347], [4.063, -0.555, -0.366], [3.522, -0.222, 3.150], [3.299, -1.701, -0.574], [5.633, 0.682, -1.143], [0.231, 6.873, -0.026], [-0.717, -4.933, -2.185], [-0.970, -5.588, -3.004]], "forces_ev_per_a": [[0.007, 0.016, 0.002], [0.001, 0.000, -0.013], [-0.027, 0.024, 0.019], [-0.005, 0.001, 0.003], [-0.025, -0.027, 0.012], [-0.028, -0.020, -0.019], [0.001, -0.007, 0.001], [-0.003, -0.005, 0.002], [0.000, 0.004, 0.001], [0.017, 0.008, 0.003], [0.016, -0.001, -0.002], [-0.003, 0.001, -0.024], [0.002, -0.004, 0.001], [-0.007, -0.007, -0.001], [-0.003, -0.034, 0.020], [0.000, 0.000, -0.002], [0.001, -0.002, 0.002], [-0.006, 0.000, -0.002], [-0.026, 0.014, -0.002], [-0.027, -0.002, -0.011], [0.001, 0.000, 0.003], [0.001, -0.001, 0.001], [-0.036, 0.002, 0.024], [-0.001, -0.004, -0.005], [-0.004, 0.000, -0.004], [0.010, 0.009, -0.005], [0.009, 0.004, -0.004], [0.002, 0.001, -0.001], [-0.001, 0.000, 0.003], [-0.046, -0.004, -0.019], [0.003, 0.000, -0.001], [-0.002, 0.006, -0.001], [0.001, 0.000, -0.001], [0.002, 0.001, 0.000], [0.051, -0.053, 0.109], [0.012, -0.021, 0.003], [0.001, -0.002, -0.002], [0.010, 0.011, -0.020], [-0.002, -0.009, -0.003], [0.005, -0.002, -0.010], [-0.007, 0.001, 0.002], [-0.005, 0.008, 0.002], [-0.004, 0.001, 0.007], [-0.018, -0.016, 0.006], [0.006, -0.003, -0.017], [0.001, 0.006, 0.000], [-0.007, 0.000, 0.004], [0.076, -0.017, 0.028], [0.001, -0.005, 0.002], [-0.011, 0.063, -0.036], [0.016, -0.008, 0.002], [0.002, 0.001, 0.002], [0.000, -0.012, -0.002], [-0.001, 0.000, -0.001], [0.015, 0.011, 0.000], [0.022, -0.021, -0.011], [-0.024, 0.011, 0.002], [0.000, 0.003, -0.001], [-0.018, 0.023, -0.020], [0.005, -0.004, -0.005], [-0.007, -0.003, 0.002], [0.000, -0.015, 0.006], [-0.010, 0.005, -0.003], [0.002, -0.006, -0.002], [0.005, 0.000, -0.001], [-0.015, 0.057, -0.032], [0.003, -0.007, -0.005], [-0.003, 0.055, -0.027], [0.006, -0.013, 0.004], [0.005, 0.000, -0.007], [0.019, -0.020, -0.021], [0.004, -0.003, 0.013], [0.044, -0.004, 0.044], [-0.003, 0.000, 0.005], [-0.007, 0.010, 0.004], [0.007, 0.012, 0.000], [0.001, -0.010, 0.002]]}

| no. | electronic energy (eV) |
| --- | --- |
| 1 | -30380.297 |
| 2 | -48580.760 |
| 3 | -14443.699 |
| 4 | -29133.482 |
| 5 | -11385.496 |
| 6 | -69128.034 |